1.
11
Properties=species:S:1:pos:R:3:forces:R:3:nbo_charge:R:1 method="wB97M-V/def2-TZVPD" gap_ev=8.21 e_above_lowest_kj_mol=273.4 fmax_ha_per_bohr=0.12284 total_energy_ev=-18931.7173 e_homo_ev=-7.5
C -0.276 0.304 -0.032 1.37 -0.87 -2.59 0.53
C 1.173 -1.447 -0.597 0.19 0.05 -1.45 0.15
H -2.189 2.497 2.075 -0.19 0.80 -1.09 0.11
H 0.861 -0.686 1.542 -1.37 -0.69 -3.83 0.44
H 1.696 -2.493 -0.425 -0.97 2.77 -0.38 0.23
H -0.227 0.692 -2.092 -1.18 2.55 -2.33 0.39
N -1.016 1.258 0.368 0.47 -0.01 -2.15 -0.73
N 0.468 -0.774 0.471 1.65 -0.33 3.41 -0.64
N 0.970 -0.857 -1.814 -1.38 -1.19 6.05 -0.23
N 0.013 0.104 -1.397 1.18 -1.45 0.86 -0.43
S -1.473 1.403 1.899 0.24 -1.62 3.50 0.17

=====

2.
122
Properties=species:S:1:pos:R:3:forces:R:3:mulliken_charge:R:1 method="wB97M-V/def2-TZVPD" gap_ev=5.98 e_above_lowest_kj_mol=0.0 fmax_ha_per_bohr=0.02622 total_charge=-1 total_energy_ev=-133163.6762 e_homo_ev=-4.8
Cs 0.526 -0.120 0.738 -1.04 0.52 -0.04 1.58
C 5.019 2.437 0.128 0.02 -0.04 0.02 -0.86
N 3.903 3.352 0.161 0.04 -0.04 -0.02 0.41
C 3.806 4.538 -0.533 -0.09 0.11 -0.03 -0.47
C 2.633 5.095 -0.165 0.11 0.02 -0.09 -1.15
N 2.014 4.275 0.751 -0.09 -0.04 0.05 0.43
B 0.594 4.735 1.320 0.05 -0.02 -0.01 0.38
N 0.128 3.881 2.514 -0.06 0.05 -0.11 0.04
C 0.624 4.044 3.785 0.02 -0.04 0.17 -0.62
C -0.001 3.177 4.607 0.09 0.16 0.02 -0.65
N -0.899 2.480 3.827 -0.03 -0.10 -0.02 0.42
C -1.827 1.477 4.308 -0.07 0.00 0.03 -0.81
C -0.814 2.912 2.542 -0.05 -0.07 -0.15 -0.38
S -1.788 2.286 1.292 -0.21 0.28 0.03 -0.10
C 2.810 3.209 0.965 -0.04 -0.15 0.20 -0.62
S 2.645 1.913 2.056 0.30 0.24 0.19 -0.15
H 5.600 2.634 -0.772 0.02 0.00 0.01 0.29
H 4.647 1.412 0.116 0.03 0.04 -0.01 0.17
H 5.648 2.559 1.012 -0.02 -0.02 -0.02 0.35
H 4.564 4.863 -1.221 0.04 0.02 -0.05 0.56
H 2.172 6.012 -0.479 -0.03 0.07 -0.03 0.58
H -0.208 4.679 0.428 -0.01 0.01 -0.02 -0.21
H 0.761 5.874 1.707 0.00 0.02 0.02 -0.23
H 1.402 4.756 3.987 0.04 0.03 0.02 0.50
H 0.108 2.983 5.657 0.02 -0.01 0.06 0.49
H -1.358 0.493 4.352 -0.01 0.01 -0.02 0.20
H -2.669 1.444 3.619 0.01 0.00 0.03 0.33
H -2.170 1.765 5.302 0.02 -0.02 0.00 0.34
B -0.125 -3.861 4.579 0.04 0.00 0.05 -0.01
N -1.068 -3.758 3.364 0.03 0.02 -0.10 -0.05
C -2.396 -3.579 3.425 -0.10 -0.04 0.01 -0.99
C -2.907 -3.580 2.144 0.03 0.00 0.03 -0.55
C -1.777 -3.761 1.340 -0.03 -0.03 -0.10 -0.33
N -0.674 -3.869 2.077 0.12 0.01 0.01 -0.33
N 0.494 -2.452 4.907 -0.15 -0.01 -0.09 -0.01
C 1.236 -2.160 5.984 0.07 0.02 0.09 -0.47
C 1.658 -0.846 5.884 0.00 -0.03 0.03 -1.41
C 1.102 -0.412 4.675 0.02 -0.01 -0.03 0.25
N 0.402 -1.388 4.095 0.02 0.06 -0.20 0.23
H -0.770 -4.226 5.536 -0.02 0.02 0.01 -0.18
H 0.766 -4.645 4.332 -0.04 -0.05 0.04 -0.12
H -2.879 -3.479 4.381 -0.03 0.00 0.03 0.53
H -3.932 -3.473 1.838 -0.05 0.03 0.00 0.56
H -1.730 -3.835 0.261 0.00 0.01 0.10 0.65
H 1.400 -2.899 6.750 0.02 -0.05 0.06 0.42
H 2.262 -0.290 6.580 0.03 0.02 0.03 0.51
H 1.185 0.554 4.198 0.00 0.05 -0.01 0.34
S 5.192 4.362 -5.064 -0.17 -0.16 0.14 0.06
N 5.428 2.898 -4.414 0.02 -0.07 0.04 -0.74
C 4.319 2.577 -3.766 0.20 0.00 -0.09 1.06
C 4.094 1.351 -3.024 0.03 0.03 -0.02 1.09
C 5.056 0.348 -2.927 -0.02 -0.02 0.02 -0.83
C 4.769 -0.769 -2.177 0.00 -0.02 0.04 -1.24
C 3.524 -0.851 -1.550 0.04 0.06 -0.06 -0.56
N 2.599 0.090 -1.643 0.11 0.03 -0.05 0.90
C 2.869 1.184 -2.365 -0.05 0.07 0.01 -1.19
C 1.827 2.239 -2.429 0.05 -0.11 -0.01 -0.65
N 0.695 2.027 -1.744 0.15 0.11 -0.04 0.83
C -0.219 2.979 -1.753 -0.04 0.08 0.05 -0.84
C -0.090 4.182 -2.454 0.05 -0.06 -0.09 -0.79
C 1.053 4.393 -3.181 -0.03 -0.04 0.03 -0.95
C 2.043 3.408 -3.165 0.01 0.04 -0.03 0.95
C 3.313 3.577 -3.841 0.00 0.18 -0.10 0.55
N 3.682 4.634 -4.547 -0.07 0.03 0.03 -0.71
H 6.005 0.471 -3.431 0.01 0.00 -0.01 0.49
H 5.485 -1.570 -2.061 0.01 -0.01 0.01 0.51
H 3.268 -1.708 -0.939 -0.01 -0.03 0.03 0.57
H -1.088 2.804 -1.129 0.01 0.01 0.04 0.47
H -0.873 4.923 -2.394 -0.03 0.02 0.00 0.57
H 1.222 5.305 -3.737 0.01 0.02 -0.02 0.48
N 2.431 -3.433 2.795 -0.05 -0.10 -0.01 -0.15
C 2.810 -2.252 2.288 0.20 -0.14 -0.03 -0.18
O 2.365 -1.813 1.234 0.99 -0.90 0.14 -0.11
C 3.855 -1.472 3.049 0.00 0.01 0.04 -0.66
I 5.796 -2.316 2.728 0.00 0.01 -0.02 -0.02
H 1.548 -3.817 2.458 0.15 0.08 0.04 0.11
H 2.651 -3.647 3.754 -0.05 0.01 -0.03 0.38
H 3.678 -1.478 4.121 0.03 -0.02 -0.02 0.48
H 3.897 -0.458 2.662 -0.02 0.01 0.02 0.05
N 0.703 -3.752 -0.677 -0.01 0.01 0.04 0.36
C 1.313 -4.703 -1.401 0.04 -0.03 0.01 -0.53
C 1.596 -4.149 -2.630 -0.01 -0.02 0.01 -1.53
C 1.107 -2.837 -2.534 -0.02 0.03 -0.03 -0.31
N 0.566 -2.604 -1.349 0.08 -0.02 0.09 0.60
H 0.421 -3.799 0.298 0.04 0.02 0.05 0.13
H 1.500 -5.680 -0.992 0.02 -0.07 0.02 0.56
H 2.080 -4.622 -3.464 0.03 -0.03 -0.04 0.49
H 1.133 -2.048 -3.267 0.00 0.04 -0.05 0.62
F -5.159 2.447 -6.351 0.03 -0.03 0.04 -0.35
C -4.490 1.810 -5.360 -0.02 0.03 -0.02 0.38
C -3.817 2.561 -4.418 -0.02 -0.04 -0.06 -1.00
C -3.131 1.892 -3.415 0.00 0.04 0.04 0.05
C -3.115 0.501 -3.335 0.05 -0.04 -0.02 -0.19
C -3.818 -0.212 -4.302 0.01 -0.05 -0.01 0.00
C -4.507 0.431 -5.323 -0.01 0.05 -0.01 -0.92
Sb -2.059 -0.431 -1.689 -0.79 -0.08 -0.45 -0.47
C -3.734 -0.211 -0.362 0.05 0.05 0.00 0.54
C -3.544 -0.477 0.990 0.08 -0.04 0.06 -0.29
C -4.592 -0.404 1.897 -0.06 0.02 -0.04 -0.74
C -5.833 -0.035 1.426 -0.03 0.00 0.06 0.09
F -6.867 0.052 2.298 0.05 -0.01 -0.03 -0.39
C -6.066 0.250 0.095 0.00 -0.01 0.04 -0.91
C -5.007 0.154 -0.794 -0.01 -0.01 -0.06 -0.18
C -2.654 -2.423 -2.272 0.02 0.01 0.04 0.45
C -3.577 -3.165 -1.542 -0.06 0.02 -0.02 -0.73
C -3.901 -4.470 -1.895 0.03 0.00 -0.05 -0.40
C -3.291 -5.019 -3.001 0.00 -0.05 -0.03 0.19
F -3.597 -6.290 -3.358 0.01 0.06 0.02 -0.38
C -2.376 -4.319 -3.763 -0.04 -0.06 0.04 -0.73
C -2.063 -3.024 -3.382 0.03 0.02 0.00 -0.31
H -3.835 3.640 -4.475 0.00 0.03 0.00 0.50
H -2.618 2.486 -2.670 0.03 0.01 0.03 0.41
H -3.849 -1.294 -4.266 0.00 0.00 0.01 0.34
H -5.055 -0.120 -6.074 -0.02 -0.02 -0.02 0.45
H -2.565 -0.749 1.364 -0.05 -0.03 0.03 0.32
H -4.448 -0.620 2.947 0.00 -0.01 0.03 0.56
H -7.057 0.538 -0.227 -0.04 0.01 -0.01 0.46
H -5.187 0.369 -1.840 0.00 0.00 0.00 0.37
H -4.062 -2.728 -0.678 0.00 0.01 0.03 0.42
H -4.608 -5.053 -1.323 -0.03 -0.03 0.03 0.44
H -1.918 -4.789 -4.622 0.02 -0.02 -0.03 0.44
H -1.340 -2.478 -3.975 0.05 0.03 -0.01 0.44

=====

3.
13
Properties=species:S:1:pos:R:3:forces:R:3:nbo_charge:R:1 method="wB97M-V/def2-TZVPD" gap_ev=10.32 e_above_lowest_kj_mol=179.4 fmax_ha_per_bohr=0.02206 total_energy_ev=-8260.4987 e_homo_ev=-10.3
N -0.009 -0.654 3.092 0.68 0.10 -0.90 -0.27
C 0.686 -0.528 2.174 -0.66 -0.07 0.75 0.19
C 1.590 -0.376 1.037 0.08 0.14 -0.25 -0.01
C -1.418 -0.668 -1.328 0.09 0.13 -0.01 -0.37
C -0.612 0.387 -1.388 -0.13 -0.18 -0.05 -0.18
C 0.067 0.960 -0.167 -0.12 0.06 0.06 -0.31
N 1.355 0.299 -0.008 0.04 -0.22 0.38 -0.29
H 2.541 -0.898 1.133 -0.10 0.08 0.01 0.22
H -1.870 -1.093 -2.220 0.07 0.10 0.13 0.21
H -1.644 -1.155 -0.381 0.01 0.10 -0.11 0.20
H -0.380 0.849 -2.345 -0.01 -0.08 0.11 0.21
H -0.581 0.853 0.715 0.09 -0.02 -0.12 0.19
H 0.275 2.025 -0.312 -0.04 -0.14 0.00 0.22

=====

4.
9
Properties=species:S:1:pos:R:3:forces:R:3:lowdin_spin:R:1 method="wB97M-V/def2-TZVPD" gap_ev="6.95 / 7.97" e_above_lowest_kj_mol=0.0 s2=6.008 fmax_ha_per_bohr=0.22575 total_charge=+3 spin_multiplicity=5 total_energy_ev=-37379.5603 e_homo_ev="-22.4 / -24.1"
F 2.476 -0.883 -0.417 -1.81 2.31 0.54 0.00
O -1.070 -0.118 0.230 2.03 -0.56 -3.53 0.12
Er 1.252 0.782 0.005 -1.39 -2.19 0.03 3.01
Li 2.662 -2.572 -0.814 0.61 -1.09 -0.24 0.00
C -2.152 -0.428 -0.526 2.42 9.28 6.54 0.19
C -3.094 -1.230 -0.054 -0.63 -6.55 -2.74 0.53
H -3.270 -1.777 -1.058 -1.98 0.17 1.25 0.01
F -2.799 0.776 -0.769 1.39 -1.57 -2.25 0.10
H -2.846 -1.910 0.759 -0.64 0.19 0.41 0.04

=====

5.
22
Properties=species:S:1:pos:R:3:forces:R:3:lowdin_spin:R:1 method="wB97M-V/def2-TZVPD" gap_ev="11.93 / 4.58" e_above_lowest_kj_mol=299.1 s2=0.755 fmax_ha_per_bohr=0.05852 total_charge=+2 spin_multiplicity=2 total_energy_ev=-9397.8046 e_homo_ev="-18.8 / -18.2"
C -1.944 -2.412 1.567 0.77 0.54 0.74 0.00
C -1.652 -0.944 1.222 0.45 -2.11 -0.43 0.00
N -0.160 -0.670 1.428 -0.85 1.93 0.30 0.00
H -3.018 -2.583 1.590 0.04 0.06 0.16 0.00
H -1.525 -3.074 0.820 0.16 -0.23 -0.09 0.00
H -1.485 -2.619 2.567 -0.63 -0.15 -0.74 0.00
H -1.903 -0.752 0.186 0.08 0.37 -0.12 0.00
H -2.167 -0.330 1.894 -0.72 1.25 0.74 0.00
H 0.031 -0.399 2.400 0.05 -0.89 0.17 0.00
H 0.094 0.214 0.951 0.00 -0.85 0.03 0.00
H 0.419 -1.432 1.108 0.35 -0.42 0.40 0.00
C 1.760 2.072 -1.563 -1.45 1.52 0.08 0.12
O 1.244 3.442 -1.515 1.69 -1.43 -0.07 0.62
C 0.663 1.094 -1.245 -1.87 -2.11 1.06 0.04
N 1.217 -0.313 -1.230 -0.81 1.16 -0.85 0.08
H 2.115 1.933 -2.602 0.74 0.10 0.16 0.04
H 2.576 1.944 -0.807 0.05 0.37 -0.53 0.06
H 1.959 4.082 -1.823 -0.71 -0.49 0.13 0.00
H 0.118 1.309 -0.266 1.02 0.31 -1.18 0.00
H -0.203 1.153 -1.973 1.04 0.17 0.30 0.02
H 1.062 -0.752 -2.143 0.40 0.21 0.23 0.00
H 0.798 -0.963 -0.566 0.21 0.66 -0.50 0.00

=====

6.
69
Properties=species:S:1:pos:R:3:forces:R:3:lowdin_spin:R:1 method="wB97M-V/def2-TZVPD" gap_ev="9.36 / 7.47" e_above_lowest_kj_mol=155.0 s2=0.753 fmax_ha_per_bohr=0.08795 total_charge=+1 spin_multiplicity=2 total_energy_ev=-150527.2603 e_homo_ev="-11.1 / -11.1"
Cu 0.985 -0.138 -0.348 0.01 0.39 -0.52 0.76
Br 2.915 -1.076 -1.957 -0.73 0.24 0.35 0.14
C 2.896 2.618 -0.410 -1.03 -2.68 -0.92 0.00
O 1.989 1.805 -0.237 -0.61 -0.10 0.45 0.01
N 3.327 3.470 0.459 0.26 2.61 3.68 0.00
N 3.674 2.686 -1.465 1.33 0.25 -3.45 0.00
H 4.038 4.118 0.151 -0.21 -0.07 0.97 0.00
H 3.057 3.369 1.427 0.12 0.38 -0.25 0.00
H 3.494 2.243 -2.354 -0.23 -0.17 0.38 0.00
H 4.240 3.522 -1.491 0.15 -0.52 -0.66 0.00
C 3.154 -1.274 1.824 -0.63 -0.09 -2.81 0.00
O 2.169 -0.788 1.256 -1.37 0.68 1.17 0.00
N 4.053 -1.862 1.077 2.13 -1.28 -0.89 0.00
N 3.380 -1.254 3.104 -0.29 0.32 4.41 0.00
H 3.913 -1.834 0.078 -0.01 0.06 -0.22 0.00
H 4.950 -2.163 1.432 -0.25 0.06 -0.08 0.00
H 2.653 -0.949 3.736 -0.09 0.24 -0.46 0.00
H 3.998 -1.882 3.598 0.24 0.01 -0.68 0.00
C -0.505 2.570 2.600 0.34 -0.44 1.83 0.00
C -0.555 1.030 2.444 -1.51 -0.29 0.08 0.00
C -1.823 0.235 3.049 0.04 3.02 1.22 0.00
O -3.087 0.982 2.774 1.33 -1.57 0.27 0.00
C -4.081 0.670 3.750 -0.89 -0.06 -0.27 0.00
N -0.610 0.863 0.995 -0.53 -0.69 -1.06 0.04
H -0.436 2.785 3.666 -0.12 0.41 0.06 0.00
H -1.331 3.139 2.176 -0.39 -0.55 0.13 0.00
H 0.377 3.008 2.133 0.26 -0.48 -0.09 0.00
H 0.315 0.515 2.853 0.18 0.27 0.03 0.00
H -1.716 0.267 4.133 0.14 0.03 0.25 0.00
H -1.847 -0.832 2.829 -0.19 0.16 -0.79 0.00
H -4.352 -0.381 3.847 0.77 -0.47 -0.08 0.00
H -5.053 1.054 3.437 0.28 0.66 -0.30 0.00
H -3.881 1.067 4.745 0.40 0.10 -0.03 0.00
H -1.537 0.471 0.906 -0.12 -1.05 -0.86 0.00
H -0.907 1.782 0.699 0.94 0.32 -1.16 0.00
C -0.870 -3.083 1.466 -1.68 -0.89 -0.40 0.00
C -0.131 -3.153 0.141 0.70 2.43 1.29 0.00
C -0.631 -4.159 -0.798 0.22 -4.32 -0.45 0.00
O 0.329 -4.457 -1.848 -0.98 -1.47 -0.09 0.00
C -0.066 -5.617 -2.730 -0.03 1.67 -0.18 0.00
N -0.297 -1.914 -0.628 0.93 1.49 -0.36 0.03
H -1.870 -2.718 1.232 -0.63 -0.61 0.13 0.00
H -0.657 -2.506 2.366 1.38 0.32 -0.62 0.00
H -0.855 -4.129 1.773 -0.68 0.00 0.41 0.00
H 0.889 -3.240 0.516 0.49 -0.35 -1.23 0.00
H -1.634 -3.997 -1.193 -0.11 0.97 -0.33 0.00
H -0.833 -5.094 -0.274 0.34 -0.40 0.37 0.00
H -0.299 -6.625 -2.385 0.17 0.30 1.50 0.00
H 0.744 -5.796 -3.436 0.06 0.63 0.10 0.00
H -0.966 -5.311 -3.264 0.05 0.14 -0.24 0.00
H -0.108 -2.192 -1.580 0.83 0.20 -0.51 0.00
H -1.285 -1.726 -0.719 -0.48 0.29 0.58 0.00
C -0.070 1.833 -4.630 -0.88 2.09 1.13 0.00
C -0.178 2.009 -3.064 -1.52 -0.79 -0.02 0.00
C -1.625 2.330 -2.557 1.67 -0.56 -0.44 0.00
O -1.564 2.692 -1.148 -1.48 -0.70 -1.33 0.00
C -2.866 3.111 -0.627 1.13 0.20 -0.42 0.00
N 0.228 0.704 -2.494 -0.19 0.40 0.55 0.00
H 0.975 1.986 -4.900 -0.22 -0.05 -0.36 0.00
H -0.730 2.608 -5.018 0.59 0.61 -0.53 0.00
H -0.514 0.974 -5.133 0.33 -0.67 0.84 0.00
H 0.256 2.904 -2.618 1.50 -0.35 -0.47 0.00
H -2.153 1.416 -2.828 -0.99 -0.01 0.69 0.00
H -1.942 3.134 -3.223 -0.55 0.35 0.47 0.00
H -3.634 2.346 -0.520 0.28 -0.49 -0.32 0.00
H -3.235 3.886 -1.299 -0.19 0.22 0.32 0.00
H -2.654 3.477 0.378 -0.12 0.29 -0.18 0.00
H -0.559 0.140 -2.782 -0.31 -0.57 0.20 0.00
H 0.952 0.331 -3.092 0.66 -0.09 0.21 0.00